No. 1
Formula: C7H6N3O2S
Source: the Open Molecules 2025 dataset
Level of theory: ωB97M-V with the def2-TZVPD basis set

Last column: Löwdin charge in e.
Atoms and positions in Å:
C -0.985 1.326 0.381  -0.16
H -1.807 1.500 1.230  0.12
C 0.111 0.267 0.984  -0.29
C -0.591 -0.936 1.904  -0.12
O 1.126 1.650 -2.035  -0.24
O 3.204 0.815 -1.167  -0.18
N -1.107 -1.804 2.750  0.06
C -1.789 0.815 -0.953  -0.20
N -2.520 -0.340 -1.081  0.04
H -0.521 2.386 0.174  0.12
H 0.783 0.888 1.751  0.15
H 2.209 -2.410 1.270  -0.10
S 2.592 -1.094 0.900  0.71
H -2.456 -0.842 -0.169  0.01
C 1.844 0.742 -1.122  -0.43
N -0.023 -2.451 -1.857  0.08
C 0.520 -1.681 -0.939  -0.14
H -1.739 1.533 -1.904  0.12
C 1.148 -0.366 -0.117  -0.56

Calculated values
Energy relative to the best compared isomer or geometry (same formula, charge and spin)   7.661 eV
Frontier orbital gap   8.11 eV
Highest occupied orbital energy   -5.21 eV
LUMO energy   2.9 eV
Total charge   -1
SMILES   [H]/N=C\C[C@@H](C#N)[C@@](S)(C#N)C(=O)[O-]


No. 2
Formula: C42H63N21
Source: the Open Molecules 2025 dataset
Level of theory: ωB97M-V with the def2-TZVPD basis set

Last column: Löwdin charge in e.
Atoms and positions in Å:
C 2.859 3.039 3.108  -0.07
C 0.297 1.877 -3.889  -0.24
C -2.327 -0.464 -4.985  -0.06
C 4.484 0.901 -1.273  -0.31
H -1.671 -0.568 -0.460  0.06
H 0.301 3.318 -5.441  0.10
C -0.219 0.763 0.136  -0.28
H -1.047 -3.993 -0.428  0.08
H -2.069 4.886 3.799  0.07
C 0.957 6.961 -0.845  -0.08
C 3.033 -5.965 1.386  -0.09
C -5.715 -3.306 -2.615  -0.07
N 4.137 3.818 1.009  0.15
H -2.410 -8.324 2.274  0.09
N 8.925 0.374 3.052  0.13
H -0.498 -3.651 -2.064  0.04
H -1.469 0.180 -4.753  0.05
H -3.865 5.896 -2.384  0.10
H -4.585 2.707 0.730  0.07
C 1.580 5.898 -1.587  -0.30
H 7.051 1.891 1.055  0.07
N -5.802 -1.059 -1.182  0.12
N -1.787 -2.543 1.735  0.14
C 4.649 -2.532 -1.077  -0.05
C 3.563 3.494 1.926  -0.29
H -1.994 -4.606 -1.834  0.07
C -2.563 4.468 2.940  -0.07
C 2.735 -5.081 -5.386  -0.31
C 6.558 -2.163 3.935  -0.07
C -4.280 3.437 -5.635  -0.24
H 4.759 -2.790 -2.158  0.10
C -2.543 -2.332 4.211  -0.06
N -5.531 3.280 -2.298  0.13
N -0.888 4.702 0.999  0.16
C 1.160 0.217 4.117  -0.26
H -2.809 -8.078 0.507  0.09
C 5.798 -0.890 4.118  -0.23
H -5.871 2.031 -5.321  0.07
H 0.998 -4.316 -4.748  0.08
C -5.789 -2.041 -1.832  -0.25
H -2.005 -1.442 4.515  0.05
H 2.601 -6.964 1.204  0.09
N -3.349 1.041 4.761  0.13
C -5.029 2.827 -1.338  -0.22
C -2.403 -7.634 1.412  -0.07
H -2.122 -0.808 -6.010  0.11
C 3.074 -5.648 2.765  -0.31
H -2.383 -3.176 4.866  0.08
C -2.563 1.522 5.477  -0.28
H 3.433 2.327 3.647  0.04
H -3.206 0.154 -4.883  0.08
C -0.102 -5.572 -1.439  -0.29
C -2.420 -1.532 -4.083  -0.26
C -2.110 -2.508 2.829  -0.28
H 2.559 -1.176 4.108  0.05
H -1.371 -7.422 1.329  0.05
C 7.101 1.960 2.133  -0.09
H -2.804 3.414 3.162  0.07
H 1.889 -0.831 2.528  0.06
N -4.018 -5.778 2.190  0.13
N 0.605 1.154 4.471  0.17
H 2.514 -5.170 0.804  0.08
H -3.633 -2.144 4.170  0.10
C -4.437 6.193 -0.381  -0.31
H -3.197 2.260 -0.371  0.06
C -1.629 4.621 1.855  -0.28
H 1.875 -5.079 -3.412  0.05
N 0.254 1.341 0.987  0.17
H 3.070 2.261 -0.855  0.06
H -6.260 3.199 -6.506  0.06
N 0.431 0.836 -3.463  0.16
H 0.542 4.000 -3.879  0.05
H 1.927 2.564 2.873  0.02
C 3.139 1.299 -1.400  -0.08
H -2.756 5.475 -1.043  0.04
H 5.842 -3.031 4.216  0.11
H -4.442 1.134 -0.082  0.05
H 0.913 7.913 -1.468  0.11
C -3.416 6.233 -1.400  -0.08
C -0.942 0.074 -0.929  -0.08
H 1.580 7.002 0.029  0.08
H 7.345 2.979 2.403  0.08
H 7.354 -2.350 4.644  0.07
C -3.298 -6.585 1.833  -0.30
H -1.249 3.053 5.813  0.06
H -2.163 2.541 7.201  0.08
H -1.080 3.364 -4.413  0.03
H 4.078 -5.956 1.083  0.08
H 2.407 0.612 -0.925  0.06
H -0.246 -0.357 -1.639  0.03
H 2.880 1.287 -2.498  0.09
H 1.044 -6.061 -4.624  0.10
N -3.142 3.669 -5.688  0.12
N 3.078 -5.515 3.924  0.12
H -5.734 -4.204 -2.010  0.08
C -1.617 2.208 6.335  -0.08
C 1.638 -5.142 -4.448  -0.08
H 2.665 3.957 3.723  0.10
H -6.585 -3.282 -3.330  0.10
C -0.984 -4.410 -1.479  -0.09
H 6.900 -2.342 2.923  0.07
C 8.122 1.122 2.670  -0.30
H -4.805 -3.211 -3.149  0.01
C -0.018 3.212 -4.386  -0.05
H 5.218 -1.657 -0.738  0.05
N 5.569 0.550 -1.189  0.14
H -0.872 1.557 6.669  0.05
H -6.147 3.713 -4.802  0.06
N -5.226 6.032 0.445  0.13
N 2.196 -2.167 -0.311  0.15
H -0.088 6.742 -0.577  0.05
C 1.679 -0.992 3.549  -0.04
C 3.229 -2.381 -0.715  -0.28
N -2.495 -2.413 -3.331  0.17
N 0.409 -6.585 -1.220  0.13
C -5.734 3.069 -5.592  -0.07
H 6.062 1.681 2.506  0.07
H 4.941 -3.395 -0.533  0.05
N 3.648 -5.044 -6.028  0.14
H 1.036 -1.810 3.737  0.07
H -1.445 0.854 -1.493  0.06
N 2.117 4.978 -1.988  0.15
N 4.991 -0.036 4.160  0.13
C -4.272 2.206 -0.181  -0.05
H -3.535 5.061 2.892  0.11
H -2.728 7.123 -1.452  0.10

Calculated values
Energy relative to the best compared isomer or geometry (same formula, charge and spin)   2.227 eV
Frontier orbital gap   11.32 eV
Highest occupied orbital energy   -11.14 eV
LUMO energy   0.2 eV


Question: energy relative to the best compared isomer or geometry (same formula, charge and spin) of number 1 (C7H6N3O2S)?
Answer: 7.661 eV


Question: The highest energy relative to the best compared isomer or geometry (same formula, charge and spin) belongs to which entry?
Answer: C7H6N3O2S


Question: Which value of LUMO energy does entry 1 give?
Answer: 2.9 eV